# 1
C28H47AlClF2IKN4O5 | ωB97M-V/def2-TZVPD

Structure (XYZ):
```
90
Properties=species:S:1:pos:R:3:forces:R:3
C 0.7573 -5.6294 0.5896 0.309 0.137 -0.321
C 0.7365 -4.1237 0.3285 0.008 -0.453 0.092
C -0.0388 -3.2504 1.3411 0.077 0.147 -0.988
Cl -0.5519 -4.1048 2.7939 0.024 0.073 0.261
N -1.2157 -2.6739 0.6649 0.686 -0.241 0.533
C -1.8725 -1.6162 1.1153 -0.747 -0.579 0.005
N -1.3723 -0.9933 2.2524 -0.985 0.320 -0.607
C -1.7115 0.4380 2.3708 -0.570 -0.105 0.294
I 0.0221 1.6923 1.9291 0.652 1.365 2.487
C -2.9803 0.8175 1.6535 -0.048 0.241 0.097
C -3.2744 2.3190 1.7224 0.479 0.163 -0.067
C -3.0460 2.9935 3.0799 -0.081 -0.414 0.008
C -3.9328 2.6143 4.2575 -0.704 -0.214 0.192
N -3.6227 3.2676 5.5251 0.538 0.115 -0.393
O -4.8405 1.8460 4.1891 0.421 0.375 -0.033
C -3.0366 0.2588 0.2159 -0.991 0.959 1.783
C -4.2821 0.7270 -0.5340 0.392 -0.178 -0.504
C -4.0339 1.8700 -1.5335 -0.163 -0.321 -0.242
C -3.0178 1.5537 -2.6585 -0.114 0.406 -0.039
C -1.8307 2.5215 -2.8790 -0.290 -0.368 0.615
C -1.1614 3.0769 -1.6207 0.432 0.499 -1.072
C -0.0093 4.0038 -2.0385 -0.167 0.011 0.743
C 0.8736 4.5296 -0.8769 0.027 -0.117 -0.553
C 2.3294 4.1375 -1.1103 -0.070 -0.362 0.016
C 2.5816 2.6084 -1.0447 -0.187 0.211 0.252
C 3.6432 2.1647 -0.0184 0.292 -0.205 -0.768
O 4.7223 1.5126 -0.6951 -0.005 0.013 0.124
C 4.7297 0.1231 -0.5177 0.067 -0.016 -0.074
N -2.9778 -1.2277 0.4333 2.046 0.777 -1.234
H -0.2368 -6.0625 0.6703 -0.002 -0.002 0.162
H 1.2549 -6.1009 -0.2588 -0.025 -0.056 0.006
H 1.3625 -5.8498 1.4658 -0.231 -0.123 0.135
H 1.7694 -3.7768 0.3039 -0.026 0.104 -0.001
H 0.3340 -3.9653 -0.6770 -0.036 0.193 0.029
H 0.5903 -2.4040 1.6044 -0.121 -0.066 0.531
H -1.5332 -3.1680 -0.1583 -0.309 -0.082 0.165
H -1.7564 -1.4901 3.0581 0.628 -0.236 0.148
H -1.8689 0.6331 3.4271 0.299 -0.037 0.059
H -3.8506 0.2967 2.1585 -0.372 0.255 -0.236
H -4.2869 2.5045 1.3746 -0.110 -0.181 0.150
H -2.5783 2.8256 1.0416 -0.111 0.093 -0.077
H -2.0087 2.8932 3.4129 0.049 0.193 -0.033
H -3.1902 4.0868 2.9262 0.039 -0.322 -0.140
H -3.8875 4.2475 5.5568 -0.385 -0.122 0.265
H -2.6296 3.2129 5.7394 -0.010 0.049 0.035
H -2.1453 0.5499 -0.3321 -0.768 0.172 -0.250
H -4.6640 -0.1281 -1.1011 -0.111 0.004 0.023
H -5.0352 0.9695 0.2233 -0.141 -0.341 -0.016
H -5.0053 2.0088 -2.0095 -0.014 0.230 0.070
H -3.8117 2.8118 -1.0323 0.121 -0.034 0.061
H -3.5669 1.5477 -3.6005 0.039 -0.301 -0.034
H -2.6456 0.5273 -2.5269 0.065 0.002 -0.001
H -1.0670 1.9537 -3.4197 0.026 0.213 -0.225
H -2.1181 3.3593 -3.5147 -0.101 -0.034 -0.029
H -1.8301 3.6625 -0.9899 -0.150 -0.315 0.153
H -0.7518 2.2416 -1.0684 -0.178 0.502 0.402
H 0.6217 3.4673 -2.7497 -0.067 0.137 -0.213
H -0.4772 4.8576 -2.5309 0.144 -0.091 -0.330
H 0.5257 4.1661 0.0929 0.092 0.068 0.030
H 0.8172 5.6174 -0.8586 -0.034 0.008 0.221
H 2.9793 4.6322 -0.3955 -0.061 0.120 0.106
H 2.6009 4.4779 -2.1128 0.109 0.117 0.074
H 1.6360 2.0868 -0.8016 0.067 0.257 -0.179
H 2.9036 2.2671 -2.0292 0.006 -0.246 0.065
H 3.2283 1.4578 0.7047 0.002 0.264 0.254
H 4.0590 3.0325 0.4875 -0.084 -0.097 0.220
H 4.8920 -0.1511 0.5308 -0.070 -0.007 0.019
H 3.7914 -0.3384 -0.8705 -0.015 -0.020 0.026
H 5.5449 -0.2884 -1.1096 0.009 0.023 -0.023
H -2.8919 -1.6372 -0.4975 -0.901 -0.368 0.081
C 2.9096 5.1304 2.7865 -0.378 0.918 0.092
O 3.3846 6.0922 3.3634 0.156 -0.126 -0.073
O 2.0019 4.9785 1.9590 -0.058 -0.343 0.066
O 3.6049 3.9305 3.2399 0.416 1.112 0.316
K -0.1150 0.3070 -0.4368 1.556 -2.008 -2.496
F -5.4739 0.2495 1.8572 0.171 -0.178 0.058
C 3.3729 -6.5247 -2.6663 -0.029 0.004 0.023
C 2.8479 -7.0871 -3.8217 -0.009 0.004 0.010
C 3.4112 -8.2419 -4.3459 -0.006 -0.006 0.006
C 4.4928 -8.8359 -3.7103 -0.003 0.006 0.000
C 5.0149 -8.2743 -2.5534 0.001 -0.003 -0.001
C 4.4570 -7.1156 -2.0320 -0.018 0.002 0.017
H 2.9364 -5.6193 -2.2595 0.023 0.019 -0.018
H 2.0013 -6.6268 -4.3153 0.009 0.006 -0.014
H 3.0077 -8.6791 -5.2497 -0.004 -0.005 0.002
H 4.9297 -9.7380 -4.1176 0.004 0.000 -0.002
H 5.8576 -8.7390 -2.0589 0.007 0.003 -0.003
H 4.8683 -6.6748 -1.1327 0.007 -0.001 -0.001
Al -3.2106 6.0811 3.7023 0.204 0.320 0.099
F 2.8647 2.8475 2.7817 -0.640 -1.889 -0.391
```
Positions in Å, forces in eV/Å.

Largest force on an atom in eV/Å: 3.561
Net charge: +1
DFT total energy in eV: -94961.054
LUMO in eV: -5.25
HOMO level in eV: -9.9

# 2
C28H47AsN2O4SSi3Sr | ωB97M-V/def2-TZVPD

Structure (XYZ):
```
87
Properties=species:S:1:pos:R:3:forces:R:3
Sr -0.0114 -0.1493 -0.1380 0.431 0.957 -0.488
C 0.4706 -0.6856 3.0944 -0.056 0.186 0.022
O 0.3020 0.5113 2.3413 0.042 -0.116 0.049
C 1.2405 1.5310 2.6460 -0.027 -0.112 -0.022
C 0.8718 2.7265 1.7987 -0.018 0.124 0.021
O 0.9713 2.4293 0.4124 0.083 -0.111 0.150
C 2.1527 2.9378 -0.1964 -0.077 0.000 -0.035
H 0.3981 -0.4650 4.1627 0.050 -0.074 0.011
H 1.4353 -1.1506 2.8677 0.010 -0.033 0.081
H -0.3380 -1.3534 2.8020 0.025 -0.040 0.003
H 2.2570 1.1861 2.4155 -0.001 0.034 0.028
H 1.1904 1.7630 3.7167 0.001 0.128 -0.041
H 1.5012 3.5837 2.0601 0.018 -0.033 -0.018
H -0.1666 3.0011 1.9896 -0.002 -0.071 0.032
H 2.1608 4.0305 -0.1379 0.012 -0.002 -0.015
H 2.1298 2.6247 -1.2380 0.010 0.006 -0.008
H 3.0526 2.5383 0.2799 0.012 0.009 -0.005
O -2.9118 -3.4198 0.1859 -0.013 0.016 0.029
C -1.9028 -2.7302 0.2295 0.162 -0.253 -0.018
O -1.8172 -1.4697 0.3686 -0.483 -0.267 0.199
C -0.5464 -3.4582 0.1026 -0.215 -0.190 0.058
C -0.5422 -4.8417 -0.0236 0.033 0.017 0.003
C 0.6671 -5.5046 -0.1226 -0.019 0.004 0.000
C 1.8372 -4.7607 -0.1001 0.008 0.049 0.004
C 1.7396 -3.3862 0.0181 0.176 0.037 -0.039
N 0.5802 -2.7374 0.1250 -0.182 -0.080 -0.001
H -1.4967 -5.3469 -0.0399 0.001 -0.020 0.001
H 0.7023 -6.5821 -0.2196 -0.012 -0.003 -0.002
H 2.8096 -5.2257 -0.1812 0.000 -0.016 -0.002
H 2.6313 -2.7689 0.0142 -0.001 -0.021 0.003
S 2.3949 0.1447 -4.6181 -0.016 0.030 -0.246
C 0.7602 0.2413 -5.0814 -0.042 0.022 0.065
C -0.0668 0.2676 -3.9971 -0.146 0.043 0.028
C 0.5673 0.2057 -2.7099 0.307 -0.023 -0.145
C 1.9304 0.1395 -2.9331 0.124 -0.031 0.429
C 3.0127 0.0340 -1.9438 -0.022 0.025 -0.220
C 4.3650 0.0813 -2.3350 0.046 -0.002 0.075
C 5.3657 -0.0354 -1.3988 -0.028 0.012 -0.067
C 5.0290 -0.2086 -0.0593 -0.002 0.000 0.039
C 3.6867 -0.2375 0.2481 -0.030 0.013 0.089
N 2.7030 -0.1091 -0.6430 -0.255 -0.170 -0.047
H 0.4814 0.2722 -6.1234 0.038 -0.001 -0.028
H -1.1404 0.3303 -4.1320 -0.005 -0.015 0.030
H 4.6207 0.2128 -3.3761 -0.015 0.005 -0.025
H 6.4008 0.0062 -1.7125 0.021 -0.011 0.034
H 5.7751 -0.3173 0.7145 0.013 -0.002 -0.003
H 3.3679 -0.3785 1.2779 0.038 -0.002 0.010
C -3.6646 0.4132 -2.6812 -0.105 -0.031 -0.092
Si -4.4176 0.9733 -1.0656 0.250 0.139 0.176
C -5.8893 2.0909 -1.3901 -0.071 -0.197 -0.153
C -5.0378 -0.4937 -0.1000 -0.198 0.037 -0.015
As -2.6239 1.9925 0.1146 0.061 -0.117 0.034
Si -3.5605 2.2464 2.2554 0.018 0.005 -0.289
C -5.3189 2.9009 2.1976 0.021 0.008 0.247
C -2.5180 3.3590 3.3572 -0.135 0.021 0.114
C -3.5197 0.5515 3.0452 -0.027 0.031 0.060
Si -2.2131 4.0685 -0.9212 -0.152 -0.241 0.121
C -1.1622 3.6655 -2.4133 0.026 0.065 -0.051
C -1.2253 5.1841 0.2193 -0.031 0.147 -0.116
C -3.7409 5.0136 -1.4615 0.152 0.187 -0.042
H -4.4188 -0.1244 -3.2637 0.033 -0.006 -0.026
H -2.8290 -0.2662 -2.5050 -0.001 -0.025 0.049
H -3.2987 1.2422 -3.2895 -0.017 0.046 0.026
H -6.6061 1.4682 -1.9385 -0.062 0.080 0.022
H -5.6745 2.9584 -2.0077 0.084 0.057 -0.039
H -6.3797 2.4308 -0.4787 0.046 -0.011 0.045
H -5.6884 -1.0714 -0.7651 0.012 -0.025 0.019
H -5.6492 -0.1844 0.7513 0.015 0.022 0.004
H -4.2455 -1.1522 0.2475 0.102 -0.034 -0.028
H -5.4286 3.7943 1.5830 0.070 0.034 -0.024
H -5.6248 3.1536 3.2181 -0.073 0.005 -0.036
H -6.0129 2.1477 1.8230 0.021 -0.038 -0.026
H -2.2553 4.3278 2.9351 -0.024 0.002 -0.075
H -1.6012 2.8531 3.6625 0.035 -0.034 -0.017
H -3.0990 3.5440 4.2669 0.046 0.016 0.010
H -4.1104 -0.1945 2.5163 -0.031 0.032 -0.038
H -3.8901 0.6247 4.0724 0.012 -0.046 0.008
H -2.4925 0.1840 3.0716 0.039 0.017 0.017
H -0.3061 3.0403 -2.1528 0.013 0.010 0.054
H -0.7922 4.5915 -2.8644 0.011 -0.016 -0.027
H -1.7167 3.1218 -3.1797 -0.063 0.006 0.004
H -0.2958 4.7243 0.5483 0.012 -0.037 -0.013
H -1.7845 5.5148 1.0944 -0.044 -0.030 0.014
H -0.9685 6.0787 -0.3579 0.035 0.009 0.044
H -4.1980 4.5790 -2.3484 -0.014 -0.073 -0.038
H -3.4223 6.0279 -1.7257 -0.069 0.002 -0.008
H -4.5044 5.0938 -0.6882 0.009 -0.036 0.065
```
Positions in Å, forces in eV/Å.

Largest force on an atom in eV/Å: 1.157
Energy above the lowest of the compared OMol25 structures with the same formula, charge and spin in kJ/mol: 13.6
DFT total energy in eV: -137116.878
LUMO in eV: 0.23
HOMO level in eV: -7.6